12
Properties=species:S:1:pos:R:3:nbo_charge:R:1 method="wB97M-V/def2-TZVPD" total_charge=0 max_force_ev_per_a=2.62 mol_weight_g_mol=85.182 relative_energy_kcal_mol=39.0
C 3.34 -0.74 -0.09 -0.2518
C -2.67 1.40 1.76 -0.8701
C 1.21 -1.04 -1.85 -1.2170
N 4.40 -1.17 0.02 -0.3040
Si 1.59 0.01 -0.28 1.0075
H -2.18 1.70 0.80 0.2168
H -3.70 1.92 1.65 0.2112
H -2.98 0.35 1.70 0.2167
H -2.21 1.77 2.71 0.2253
H 2.02 -1.31 -2.52 0.2582
H 0.90 -2.11 -1.50 0.2667
H 0.29 -0.79 -2.40 0.2405

94
Properties=species:S:1:pos:R:3:mulliken_charge:R:1 method="wB97M-V/def2-TZVPD" total_charge=0 max_force_ev_per_a=2.38 mol_weight_g_mol=907.812 relative_energy_kcal_mol=0.0
O 0.45 1.03 0.28 -0.1488
V -0.27 -0.32 0.13 0.6859
O -0.38 -0.63 -1.44 -0.6137
Br -2.75 0.36 0.49 -0.7104
O -3.95 5.11 -0.89 -0.6559
S -3.15 4.88 -2.04 1.2671
O -3.30 5.70 -3.18 -0.6715
O -1.65 4.98 -1.63 -0.3213
C -1.32 4.56 -0.27 -0.3416
C 0.15 4.24 -0.25 -0.6641
C -3.27 3.20 -2.53 -1.0282
H -1.86 3.63 -0.07 0.2388
H -1.60 5.34 0.42 0.3071
H 0.36 3.38 -0.88 0.1894
H 0.40 4.04 0.80 0.1809
H 0.77 5.09 -0.54 0.3253
H -4.17 3.17 -3.16 0.4870
H -3.52 2.57 -1.67 0.2799
H -2.40 2.84 -3.07 0.3268
O -2.86 1.51 -6.37 -0.6422
S -2.30 0.55 -5.48 1.1853
O -1.41 0.97 -4.46 -0.4646
O -3.53 -0.23 -4.85 -0.3858
C -3.45 -0.60 -3.45 0.7872
C -4.45 -1.70 -3.22 -1.3423
C -1.56 -0.74 -6.45 -0.9407
H -3.65 0.27 -2.82 -0.1296
H -2.46 -0.96 -3.17 0.0692
H -5.45 -1.40 -3.53 0.3547
H -4.50 -1.91 -2.15 0.2946
H -4.21 -2.62 -3.76 0.3591
H -0.79 -1.23 -5.85 0.2420
H -1.23 -0.32 -7.39 0.3706
H -2.37 -1.44 -6.65 0.3295
O 4.26 -1.81 -0.34 -0.6791
S 2.90 -2.11 -0.60 1.1049
O 1.88 -1.34 0.00 -0.3758
O 2.62 -2.02 -2.13 -0.2869
C 3.58 -2.66 -3.01 -0.5469
C 2.81 -3.55 -3.99 -0.9360
C 2.59 -3.82 -0.26 -1.0014
H 4.35 -3.21 -2.47 0.4501
H 4.08 -1.84 -3.52 0.3738
H 1.95 -3.98 -3.48 0.2410
H 3.48 -4.29 -4.41 0.3368
H 2.47 -2.94 -4.83 0.2861
H 3.48 -4.39 -0.55 0.4713
H 1.70 -4.13 -0.79 0.1864
H 2.50 -3.91 0.82 0.4156
O 2.05 5.71 2.35 -0.5914
S 3.46 5.84 2.54 1.2866
O 3.96 6.65 3.60 -0.6534
O 4.06 4.39 2.72 -0.3589
C 3.25 3.22 2.61 -0.0770
C 3.55 2.45 1.32 -0.7315
C 4.20 6.36 1.02 -0.9866
H 2.19 3.46 2.63 0.2330
H 3.46 2.59 3.47 0.2346
H 4.59 2.19 1.16 0.3496
H 3.21 3.13 0.54 0.1924
H 3.02 1.50 1.34 0.0703
H 4.88 7.17 1.23 0.3659
H 3.41 6.64 0.34 0.3353
H 4.77 5.54 0.58 0.3189
O -1.55 -3.73 2.67 -0.8424
S -1.45 -3.59 1.26 1.1895
O -0.80 -2.45 0.72 0.1205
O -0.69 -4.84 0.68 -0.0783
C -1.01 -6.15 1.23 -0.3959
C -1.32 -7.10 0.09 -1.1285
C -3.05 -3.69 0.53 -0.9965
H -1.85 -6.11 1.93 0.4010
H -0.12 -6.48 1.77 0.3283
H -1.61 -8.06 0.52 0.3955
H -0.44 -7.26 -0.52 0.2981
H -2.17 -6.73 -0.48 0.2829
H -3.62 -4.43 1.09 0.4215
H -2.94 -3.95 -0.52 0.3116
H -3.50 -2.70 0.60 0.3365
O 0.39 -0.51 2.58 -0.3903
S 0.63 -0.71 3.97 0.9625
O 1.77 -1.44 4.40 -0.7123
O 0.71 0.75 4.53 -0.1590
C 1.07 0.94 5.93 -0.3792
C 0.09 1.92 6.55 -1.0733
C -0.82 -1.32 4.73 -0.5668
H 2.08 1.33 5.96 0.3309
H 1.06 -0.03 6.43 0.3886
H 0.34 2.94 6.27 0.3163
H -0.01 1.79 7.62 0.3384
H -0.90 1.75 6.12 0.2823
H -1.57 -0.56 4.60 0.3213
H -0.57 -1.53 5.77 0.3814
H -1.11 -2.20 4.17 0.0683

87
Properties=species:S:1:pos:R:3:mulliken_charge:R:1 method="wB97M-V/def2-TZVPD" total_charge=-1 max_force_ev_per_a=3.63 mol_weight_g_mol=561.090 relative_energy_kcal_mol=94.3
Cl 0.08 -2.00 3.26 1.5578
O -0.14 -1.49 4.54 -0.6656
O 0.57 -3.39 3.58 -0.7285
O -1.21 -1.99 2.54 -0.5571
O 1.12 -1.23 2.57 -0.5316
C 4.15 3.10 2.91 -0.7814
O 2.94 3.07 3.53 -0.3001
C 2.64 1.78 3.95 -0.2640
C 1.41 1.89 4.80 -0.8806
N 0.24 1.88 3.84 -0.2273
C -1.02 2.00 4.49 -0.6165
C -2.16 1.28 3.74 -0.1118
O -3.41 1.86 4.11 -0.4579
C -4.52 1.00 3.83 -0.5177
H 4.44 4.09 2.58 0.2959
H 4.13 2.45 2.04 0.2533
H 5.01 2.72 3.45 0.3936
H 3.30 1.38 4.72 0.2823
H 2.50 1.07 3.13 0.2715
H 1.39 2.62 5.61 0.4602
H 1.34 0.91 5.28 0.4607
H 0.28 0.96 3.42 -0.0452
H -1.13 3.07 4.63 0.3720
H -0.94 1.61 5.51 0.3236
H -2.25 0.25 4.08 0.2952
H -1.88 1.16 2.69 0.0733
H -4.45 0.06 4.37 0.3251
H -4.64 1.08 2.75 0.1430
H -5.38 1.54 4.23 0.2613
C -3.56 -6.35 -4.53 -0.8156
O -3.22 -5.43 -3.57 -0.2384
C -4.11 -4.29 -3.46 -0.8435
C -3.55 -3.40 -2.37 0.0526
N -3.98 -3.76 -1.00 -0.4747
C -3.42 -2.84 0.02 -0.9020
C -4.06 -1.46 0.16 -0.2233
O -3.52 -0.51 -0.78 -0.2574
C -3.89 0.87 -0.54 -0.6190
H -3.19 -7.32 -4.20 0.2560
H -3.35 -6.09 -5.57 0.2802
H -4.64 -6.42 -4.45 0.3301
H -5.12 -4.60 -3.18 0.3777
H -4.19 -3.85 -4.46 0.4108
H -3.83 -2.37 -2.54 0.3716
H -2.46 -3.40 -2.33 -0.0011
H -3.65 -4.69 -0.76 0.2984
H -2.33 -2.76 0.02 0.2420
H -3.46 -3.30 1.01 0.6190
H -3.72 -1.25 1.17 0.2008
H -5.12 -1.59 -0.02 0.2927
H -4.93 1.10 -0.79 0.3077
H -3.30 1.47 -1.23 0.2579
H -3.63 1.24 0.45 0.0927
C 1.06 0.88 -0.48 -0.9572
O 1.79 1.92 -1.28 -0.2824
C 2.51 2.79 -0.38 -0.1118
C 2.61 4.11 -1.12 -1.2275
N 3.93 4.27 -1.79 -0.3116
C 4.30 3.25 -2.77 -0.3597
C 3.34 3.49 -4.02 -0.6029
O 3.93 2.76 -5.17 -0.3584
C 4.13 3.64 -6.33 -0.7139
H 0.27 1.34 0.12 0.3604
H 1.63 0.45 0.34 0.2749
H 0.61 0.08 -1.06 0.3309
H 3.45 2.35 -0.04 0.3411
H 2.06 3.25 0.50 0.3519
H 2.51 5.03 -0.56 0.5414
H 1.82 4.26 -1.86 0.2887
H 4.68 4.76 -1.32 0.2191
H 4.14 2.26 -2.33 0.1666
H 5.32 3.27 -3.17 0.4481
H 3.05 4.53 -4.20 0.4469
H 2.33 3.11 -3.88 0.2230
H 4.32 4.68 -6.06 0.3208
H 3.29 3.60 -7.02 0.2613
H 5.06 3.30 -6.79 0.2724
C 1.58 -4.04 -0.04 -0.4457
C 1.61 -3.08 -1.23 -0.1084
O 0.36 -3.30 -1.83 -0.4268
O 2.82 -4.08 0.65 -0.6150
H 1.49 -4.95 -0.63 0.2749
H 0.75 -3.93 0.65 0.2688
H 2.33 -3.11 -2.05 0.4326
H 1.79 -2.06 -0.91 -0.0378
H 0.45 -2.84 -2.66 0.2560
H 2.49 -3.68 1.46 0.3806

120
Properties=species:S:1:pos:R:3:mulliken_charge:R:1 method="wB97M-V/def2-TZVPD" total_charge=+1 max_force_ev_per_a=4.27 mol_weight_g_mol=1412.150 relative_energy_kcal_mol=47.0
C -2.25 -2.23 2.25 -1.7518
C -1.87 -2.71 0.84 -0.5898
N -1.14 -1.79 -0.07 1.8205
C -1.14 -0.49 0.16 -1.4921
N -2.42 0.04 0.34 0.1768
S -3.96 -0.68 -0.15 1.4009
C -5.00 0.64 -0.83 -1.2701
O -3.77 -1.55 -1.28 -0.6722
O -4.69 -1.30 0.89 -0.5688
S -2.77 1.51 1.16 1.2261
O -2.86 2.57 0.24 -0.5574
O -3.94 1.28 1.90 -0.6610
F -1.66 1.56 2.20 -0.0907
N -0.03 0.33 0.29 1.5448
C -0.18 1.60 -0.53 -0.3803
C -0.05 2.94 0.23 -1.3442
C 0.42 4.09 -0.69 -0.6872
C 1.30 5.00 0.18 -1.0661
N 0.56 5.34 1.42 -0.5035
C 1.20 -0.45 -0.13 -0.2945
C 2.58 0.21 -0.36 -0.2447
C 2.93 1.65 0.03 -1.4323
F 3.06 0.09 -1.67 -0.3374
S 1.61 -1.39 1.47 0.7041
O 0.49 -1.99 2.12 -0.4612
O 2.70 -2.29 1.32 -0.5890
C 2.25 -0.18 2.78 0.6377
F 2.13 -0.89 3.90 -0.2171
F 3.53 0.09 2.65 -0.2357
F 1.51 0.90 2.95 -0.0278
C 0.88 -1.35 -1.35 -1.4142
C 0.72 -0.61 -2.69 -0.6918
P 1.73 -1.22 -4.11 0.5958
O 0.87 -1.55 -5.24 -0.7853
O 2.77 -2.34 -3.69 -0.6481
O 2.69 -0.05 -4.61 -0.0711
C -0.25 -2.37 -1.08 2.1348
C 0.33 -3.81 -0.87 -2.6343
N 0.89 -4.16 0.42 -0.0659
C -1.23 -2.65 -2.28 -1.3832
C -0.75 -3.47 -3.48 -1.1943
O -1.42 -4.77 -3.43 -0.3860
C -0.50 -5.77 -3.54 0.0905
O -0.39 -6.66 -2.74 -0.4714
H -3.28 -2.51 2.47 0.5606
H -1.66 -2.73 3.01 0.4975
H -2.16 -1.17 2.45 0.0209
H -2.81 -3.04 0.35 -0.7547
H -1.40 -3.67 1.01 1.2281
H -5.53 1.15 -0.04 0.4413
H -5.71 0.15 -1.49 0.5074
H -4.37 1.30 -1.42 0.3678
H 0.61 1.70 -1.28 0.0165
H -1.09 1.59 -1.13 1.0694
H -0.99 3.30 0.63 0.5049
H 0.59 2.85 1.10 0.0280
H -0.42 4.70 -1.00 0.4270
H 1.02 3.72 -1.52 0.2866
H 1.59 5.92 -0.32 0.6674
H 2.19 4.46 0.50 0.2288
H 1.06 4.98 2.21 0.1339
H 0.55 6.35 1.56 0.2881
H 3.38 -0.34 0.13 0.7530
H 2.69 1.93 1.04 0.1283
H 2.54 2.32 -0.74 0.2343
H 4.01 1.74 -0.06 0.5754
H 1.80 -1.93 -1.45 1.7668
H -0.29 -0.41 -3.01 0.5454
H 1.13 0.41 -2.67 0.6206
H 2.38 -3.09 -3.23 0.3687
H 2.09 0.59 -5.03 -0.1949
H -0.46 -4.53 -1.06 0.5320
H 1.09 -4.03 -1.62 0.6038
H 1.80 -4.59 0.34 0.2940
H 0.33 -4.81 0.94 0.2706
H -1.74 -1.75 -2.62 0.5599
H -2.01 -3.25 -1.82 0.7963
H 0.31 -3.65 -3.58 0.4368
H -1.08 -3.00 -4.40 0.3069
H 0.14 -5.74 -4.44 0.4511
C 5.21 0.64 -6.84 -0.2220
Cl 6.58 0.95 -7.90 -0.1609
Cl 3.84 1.69 -7.22 -0.0978
H 4.90 -0.39 -6.96 0.2535
H 5.51 0.82 -5.81 0.2236
C -3.52 -2.18 6.25 0.2869
Cl -2.89 -3.54 5.29 -0.1552
Cl -2.34 -0.87 6.36 -0.1181
H -4.41 -1.80 5.76 0.3111
H -3.76 -2.54 7.25 -0.2806
C -0.12 2.51 -7.49 -0.4194
Cl -1.01 3.98 -7.13 -0.1587
Cl 0.46 1.72 -6.01 0.0960
H -0.78 1.81 -8.00 0.3418
H 0.73 2.75 -8.11 0.2502
C 5.36 4.37 3.69 -0.4161
Cl 3.87 3.45 3.97 -0.0328
Cl 5.04 5.95 2.95 -0.1495
H 5.85 4.53 4.64 0.3327
H 6.00 3.81 3.02 0.2779
C 3.32 4.98 -3.96 -0.5920
Cl 2.99 5.36 -2.26 -0.1004
Cl 2.89 3.30 -4.33 0.0839
H 2.74 5.64 -4.59 0.3130
H 4.38 5.11 -4.14 0.3450
C 0.47 3.07 6.53 -0.3690
Cl 1.07 1.74 5.55 -0.0845
Cl 1.75 4.25 6.87 -0.1387
H -0.33 3.57 6.00 0.2235
H 0.10 2.68 7.48 0.3344
C -5.47 -4.75 -0.21 -0.1327
Cl -5.43 -6.28 -1.07 -0.1603
Cl -4.14 -4.62 0.96 -0.0141
H -5.37 -3.94 -0.92 0.0309
H -6.41 -4.66 0.33 0.4147
C -3.60 -1.89 10.39 -0.2567
Cl -4.64 -2.67 9.18 -0.1771
Cl -3.27 -0.20 9.98 -0.1302
H -4.10 -1.93 11.35 0.3149
H -2.66 -2.43 10.43 0.2528

Number 1: orbital gap 8.15 eV, LUMO energy -1.44 eV, calculated total energy -12590.02624 eV. Number 2: orbital gap 8.94 eV, LUMO energy -0.29 eV, calculated total energy -221135.02133 eV. Number 3: orbital gap 8.48 eV, LUMO energy 2.53 eV, calculated total energy -63116.25568 eV. Number 4: orbital gap 8.02 eV, LUMO energy -3.63 eV, calculated total energy -314545.58433 eV.